1.
C18H25NO4S | the ωB97M-V functional and the def2-TZVPD basis

Values from the calculation:
- SMILES: CCOC(=O)[C@@H]1CCCN(C(=O)c2ccccc2SCCOC)C1
- Spin multiplicity: 1
- HOMO level: -8.4444 eV
- Energy above the lowest of the compared OMol25 structures with the same formula, charge and spin: 56.10 kJ/mol
- Net charge: 0

Structure (XYZ):
```
49
C18H25NO4S, DFT the ωB97M-V functional and the def2-TZVPD basis
S 2.52 0.18 -0.34
O -3.05 -0.57 1.29
O 3.70 -3.04 -0.91
O 0.87 3.35 -1.63
O -2.94 -1.95 -0.48
N -0.22 1.38 -1.49
C 0.93 2.25 0.47
C 4.01 -2.26 -2.04
C 1.87 1.29 0.88
C -3.42 -1.66 2.14
C 0.53 2.38 -0.97
C 1.76 2.15 3.12
C -2.84 0.41 -2.17
C 2.58 -2.61 -0.19
C 0.43 3.16 1.39
C -2.18 1.56 -2.93
C -2.19 -2.41 2.64
C -0.66 1.44 -2.86
C 2.28 1.26 2.20
C -0.78 0.29 -0.74
C 0.83 3.10 2.71
C 2.81 -1.34 0.65
C -2.32 0.37 -0.74
C -2.81 -0.86 0.00
H 4.84 -2.75 -2.53
H 3.83 -1.34 1.03
H 2.09 2.12 4.14
H -4.08 -2.34 1.59
H -2.49 -3.19 3.33
H -2.51 1.56 -3.97
H 2.10 -1.32 1.47
H -1.52 -1.72 3.15
H -0.48 -0.66 -1.21
H 3.15 -2.20 -2.72
H -3.96 -1.20 2.97
H -2.49 2.51 -2.48
H -1.67 -2.86 1.80
H -0.41 0.31 0.28
H 4.31 -1.24 -1.77
H -2.63 1.26 -0.19
H 2.35 -3.44 0.49
H 1.72 -2.46 -0.86
H -3.92 0.52 -2.17
H 0.43 3.80 3.43
H -0.34 0.53 -3.38
H -0.18 2.31 -3.33
H 3.03 0.55 2.52
H -2.60 -0.54 -2.66
H -0.27 3.90 1.06
```

Here are the natural (NBO) charges for atoms 1 to 6, given in e:
1 S 0.230
2 O -0.506
3 O -0.530
4 O -0.612
5 O -0.607
6 N -0.434

***

2.
C21H29Cl2F3O16PS | the ωB97M-V functional and the def2-TZVPD basis

Values from the calculation:
- Spin multiplicity: 1
- HOMO level: -5.5665 eV
- Net charge: -1

Structure (XYZ):
```
73
C21H29Cl2F3O16PS, DFT the ωB97M-V functional and the def2-TZVPD basis
Cl 3.95 -3.37 5.57
Cl 3.04 -3.82 2.71
S -0.32 -2.86 3.76
P 1.13 -1.68 2.69
F -0.11 -1.08 5.76
F -1.98 -2.17 5.67
F -0.20 -3.16 6.40
O -0.43 0.87 -2.03
O 4.88 0.27 -1.20
O 6.10 3.83 2.00
O -0.14 0.62 2.58
O 0.09 -4.23 3.89
O -5.88 -1.68 -4.76
O 6.78 2.86 3.92
O -7.78 -0.46 -4.82
O 1.56 0.69 4.01
O -5.90 0.39 -5.64
O 4.66 2.62 3.20
O -1.68 -1.00 -2.10
O -1.55 -2.67 3.05
O 5.70 -0.72 0.65
O -2.67 0.99 -2.21
O 3.57 -1.07 0.00
C 2.74 2.46 1.69
C 0.83 0.14 3.18
C 2.70 -0.40 -0.93
C 3.96 -0.74 5.11
C 4.94 3.65 1.19
C 5.93 3.08 3.12
C -6.47 -0.68 -5.05
C -8.03 0.93 -5.05
C 3.08 -1.95 4.84
C 2.84 -2.13 3.30
C 3.87 3.31 2.20
C -3.08 -1.25 -1.93
C 3.69 0.05 -1.98
C -1.49 0.34 -2.11
C 4.80 -0.53 -0.10
C -3.67 0.01 -2.52
C -6.96 1.28 -6.05
C 1.60 -1.31 -1.40
C -0.66 -2.27 5.52
C -6.50 2.72 -6.02
C -3.51 -2.52 -2.61
H 3.39 0.96 -2.49
H 2.22 2.97 0.87
H 2.01 -2.24 -1.80
H 4.72 4.56 0.63
H 4.36 -0.84 6.12
H -5.72 2.89 -6.76
H 2.26 0.46 -0.41
H -3.28 -1.31 -0.85
H -7.34 3.39 -6.24
H -3.21 -2.51 -3.66
H -7.26 1.00 -7.06
H 4.80 -0.70 4.43
H 3.90 -0.73 -2.71
H 3.58 -1.57 2.73
H 2.13 -1.91 5.36
H 1.01 -0.83 -2.16
H -4.59 -2.64 -2.56
H 3.48 4.22 2.67
H -9.04 1.07 -5.43
H 3.39 0.18 5.09
H -3.78 -0.06 -3.61
H -6.09 2.97 -5.05
H -4.63 0.29 -2.08
H 2.03 2.25 2.48
H 5.12 2.83 0.49
H -3.04 -3.39 -2.15
H 0.96 -1.57 -0.56
H -7.92 1.47 -4.11
H 3.12 1.50 1.33
```

Here are the Mulliken charges for atoms 1 to 6, given in e:
1 Cl -0.218
2 Cl -0.154
3 S 0.982
4 P -0.110
5 F -0.178
6 F -0.258

***

3.
C35H105N7O14 | the ωB97M-V functional and the def2-TZVPD basis

Values from the calculation:
- Spin multiplicity: 1
- HOMO level: -8.7818 eV
- Energy above the lowest of the compared OMol25 structures with the same formula, charge and spin: 0.00 kJ/mol
- Net charge: 0

Structure (XYZ):
```
161
C35H105N7O14, DFT the ωB97M-V functional and the def2-TZVPD basis
O -2.44 -17.20 -14.16
O 4.36 -16.53 -4.56
O 5.15 -12.97 -10.30
O 6.75 -16.72 -7.36
O 1.22 -11.58 -6.54
O -0.75 -21.53 -10.80
O 5.66 -10.93 -6.10
O -7.52 -15.47 -11.73
O 0.05 -13.80 -12.45
O -2.59 -14.05 -7.58
O 2.40 -14.51 -13.72
O 2.26 -15.20 -8.24
O -0.07 -18.65 -6.24
O -1.63 -9.84 -9.91
N 3.90 -17.56 -7.70
N 6.69 -8.51 -4.91
N -0.19 -13.98 -6.01
N 8.78 -12.53 -10.86
N -4.36 -15.00 -13.58
N -0.89 -15.10 -10.16
N 1.47 -15.92 -4.37
C 2.29 -10.66 -6.56
C -3.52 -15.03 -7.14
C 0.50 -11.71 -5.34
C 0.51 -17.38 -6.01
C 4.53 -12.51 -11.48
C -1.62 -12.77 -4.46
C -4.58 -15.37 -11.20
C 0.95 -16.67 -10.49
C -0.66 -12.63 -5.64
C -0.75 -20.17 -11.20
C -8.85 -15.07 -11.94
C -0.95 -12.95 -12.96
C 4.63 -18.64 -9.77
C 1.31 -14.59 -9.07
C 6.11 -16.93 -8.61
C 5.08 -18.03 -8.44
C 5.89 -8.54 -6.14
C 5.29 -15.46 -4.62
C 6.48 -12.52 -10.10
C 0.34 -15.64 -9.54
C -0.53 -18.79 -7.55
C 7.42 -13.00 -11.20
C -0.34 -17.32 -3.66
C -6.60 -14.83 -12.58
C -1.50 -16.94 -13.16
C 3.26 -14.30 -7.80
C 2.66 -13.38 -14.53
C 7.79 -15.80 -7.45
C -5.25 -15.56 -12.56
C 5.86 -12.19 -6.68
C 6.08 -9.84 -6.89
C -1.00 -11.06 -9.52
C 7.46 -14.50 -11.33
C 6.37 -7.41 -7.05
C 0.90 -17.27 -4.55
H -1.16 -20.02 -12.20
H -1.78 -11.82 -9.51
H 3.66 -19.13 -9.67
H -2.16 -11.83 -4.31
H -1.89 -13.06 -12.41
H -9.32 -14.97 -10.95
H -1.77 -14.19 -7.07
H 0.76 -13.78 -8.57
H -0.44 -10.91 -8.60
H 3.29 -13.70 -15.37
H 4.84 -17.37 -4.53
H 4.00 -14.88 -7.24
H 5.49 -12.97 -6.02
H -2.36 -13.54 -4.69
H -0.97 -9.15 -9.84
H -1.16 -13.07 -14.02
H -1.13 -16.64 -3.95
H 1.57 -14.33 -13.25
H 7.14 -9.98 -7.14
H 4.75 -14.51 -4.60
H 8.26 -15.62 -6.49
H -8.93 -14.08 -12.40
H -1.09 -19.72 -7.61
H 6.51 -11.43 -9.97
H 1.61 -18.05 -4.26
H 0.28 -18.86 -8.29
H 6.51 -6.49 -6.47
H 8.80 -11.52 -10.77
H 4.57 -17.87 -10.53
H 1.98 -9.65 -6.28
H -1.43 -19.61 -10.54
H -0.63 -22.08 -11.58
H 1.81 -14.14 -9.95
H 7.10 -12.53 -12.14
H 5.34 -19.40 -10.11
H -6.46 -13.80 -12.24
H -1.22 -17.99 -7.87
H 5.51 -18.79 -7.78
H 0.24 -14.44 -5.20
H 6.88 -17.23 -9.34
H 0.59 -13.88 -6.65
H 1.35 -17.18 -6.69
H 8.58 -16.15 -8.14
H 3.27 -17.01 -8.28
H 5.67 -16.00 -9.00
H -1.24 -12.23 -6.47
H 2.43 -15.90 -4.73
H 8.04 -14.86 -12.18
H -1.30 -14.37 -9.58
H 3.10 -10.96 -5.90
H -1.15 -13.00 -3.50
H 5.98 -15.46 -3.77
H -4.24 -14.01 -13.36
H -3.82 -14.86 -6.11
H -9.48 -15.78 -12.48
H 1.23 -16.32 -11.49
H -5.46 -16.62 -12.75
H 4.68 -11.44 -11.66
H 0.12 -10.72 -5.04
H 4.82 -13.10 -12.36
H 4.82 -8.44 -5.93
H 3.45 -12.66 -11.40
H -5.12 -15.95 -10.45
H 5.74 -7.22 -7.91
H 1.65 -15.66 -3.40
H -1.57 -15.84 -10.10
H 5.87 -15.50 -5.54
H 7.38 -7.63 -7.39
H 6.48 -7.67 -4.39
H -6.92 -14.78 -13.63
H -0.34 -14.26 -11.67
H -1.00 -15.97 -13.23
H 5.38 -12.29 -7.66
H 6.79 -13.00 -9.17
H 1.83 -17.14 -10.06
H 9.42 -12.80 -11.59
H -0.75 -18.33 -3.60
H 1.09 -12.12 -4.51
H 1.75 -13.00 -15.00
H 7.46 -14.84 -7.88
H 2.89 -13.51 -7.14
H -0.30 -11.40 -10.30
H 7.84 -14.99 -10.43
H -4.77 -15.06 -14.51
H 6.95 -12.30 -6.81
H -0.70 -17.69 -13.15
H 0.23 -19.71 -11.07
H -0.23 -16.59 -6.19
H 3.18 -12.60 -13.99
H -1.95 -17.08 -12.16
H -0.07 -17.10 -2.62
H -3.53 -15.67 -11.22
H 0.23 -17.49 -10.59
H -3.16 -16.55 -14.08
H -3.11 -16.04 -7.27
H -4.62 -14.31 -10.94
H -0.02 -16.22 -8.68
H -4.41 -14.96 -7.76
H 5.49 -9.80 -7.81
H -0.68 -11.89 -12.85
H 3.80 -13.95 -8.69
H 6.37 -9.27 -4.32
H 2.61 -10.64 -7.60
H 6.45 -14.89 -11.46
H 4.20 -16.98 -6.93
```

Here are the Mulliken charges for atoms 1 to 6, given in e:
1 O -0.636
2 O -0.530
3 O 0.179
4 O -0.438
5 O 0.210
6 O -0.532